1.
{
  "formula": "C9H18N3O2S",
  "method": "ωB97M-V with the def2-TZVPD basis set",
  "elements": ["C", "N", "C", "C", "N", "C", "C", "S", "O", "O", "N", "C", "C", "C", "C", "H", "H", "H", "H", "H", "H", "H", "H", "H", "H", "H", "H", "H", "H", "H", "H", "H", "H"],
  "positions_angstrom": [[3.75259, 2.50870, 0.34083], [3.06003, 1.27962, -0.01224], [3.79291, 0.05166, -0.47823], [1.77124, 1.27962, 0.10402], [0.95929, 0.24433, -0.01487], [-0.40839, 0.27137, -0.00498], [-1.16090, 1.47719, -0.16187], [-2.89891, 1.14708, -0.00544], [-3.56896, 1.64302, -1.16541], [-3.32284, 1.65578, 1.26239], [-2.63529, -0.45886, 0.05027], [-3.69903, -1.37256, -0.10890], [-1.23539, -0.98186, 0.13483], [-0.86761, -1.80361, -1.10232], [-1.07493, -1.88583, 1.36429], [3.04774, 3.21439, 0.16874], [3.90550, 2.51683, 1.40584], [4.61135, 2.76398, -0.29867], [3.18102, -0.33917, -1.21146], [4.68933, 0.40276, -0.97358], [3.97599, -0.70485, 0.31493], [1.21779, 2.25107, 0.29737], [1.32379, -0.66667, -0.17253], [-0.79429, 2.40363, -0.33002], [-4.40459, -1.38293, 0.90571], [-4.38178, -0.95945, -0.81833], [-3.29365, -2.39140, -0.45235], [-1.73940, -2.49289, -1.33959], [0.08094, -2.13917, -0.81832], [-0.80474, -1.09546, -1.98925], [-1.52955, -1.42252, 2.28056], [0.06337, -2.11459, 1.52845], [-1.61262, -2.89919, 1.30015]],
  "e_tot_ha": -1066.31038,
  "homo_energy_ev": -12.201,
  "homo_lumo_gap_ev": 8.06,
  "charge": 1,
  "de_lowest_kcal_mol": 0.0
}

2.
{
  "formula": "C9H18N5O2",
  "method": "ωB97M-V with the def2-TZVPD basis set",
  "elements": ["C", "O", "C", "C", "N", "N", "N", "N", "C", "C", "N", "C", "C", "O", "C", "C", "H", "H", "H", "H", "H", "H", "H", "H", "H", "H", "H", "H", "H", "H", "H", "H", "H", "H"],
  "positions_angstrom": [[-2.14707, -3.09690, -0.45745], [-2.02546, -1.81476, 0.12945], [-3.16915, -1.00752, -0.09330], [-3.01835, 0.30524, 0.67676], [-1.91882, 1.07751, 0.16890], [-2.08183, 2.05120, -0.72803], [-0.94699, 2.50269, -1.03282], [0.01250, 1.87303, -0.37017], [-0.58344, 0.97634, 0.38607], [0.07396, 0.01259, 1.31067], [1.43232, -0.35765, 0.84265], [1.42962, -0.92603, -0.53083], [2.84576, -1.40309, -0.86755], [3.75458, -0.33955, -0.79398], [3.78870, 0.23279, 0.48570], [2.41073, 0.76309, 0.89570], [-1.24846, -3.65150, -0.19478], [-3.02226, -3.62287, -0.06721], [-2.23086, -3.02214, -1.54570], [-4.07072, -1.52311, 0.25994], [-3.28125, -0.80336, -1.16718], [-3.91955, 0.90518, 0.54096], [-2.86296, 0.10612, 1.73945], [-0.54449, -0.89014, 1.35969], [0.15694, 0.45496, 2.30964], [1.78115, -1.09224, 1.47207], [0.70919, -1.74306, -0.58628], [1.14429, -0.13152, -1.22304], [2.88339, -1.77068, -1.89379], [3.14254, -2.21801, -0.18672], [4.50270, 1.05559, 0.43533], [4.14477, -0.50230, 1.22651], [2.44681, 1.17057, 1.90652], [2.06526, 1.53496, 0.20121]],
  "e_tot_ha": -777.69367,
  "homo_energy_ev": -13.858,
  "homo_lumo_gap_ev": 10.87,
  "charge": 1,
  "de_lowest_kcal_mol": 36.4
}

3.
{
  "formula": "C9H18OSi",
  "method": "ωB97M-V with the def2-TZVPD basis set",
  "elements": ["C", "C", "C", "C", "C", "C", "C", "C", "C", "O", "Si", "H", "H", "H", "H", "H", "H", "H", "H", "H", "H", "H", "H", "H", "H", "H", "H", "H", "H"],
  "positions_angstrom": [[0.13115, -1.66332, -1.04293], [0.77237, -0.49964, -1.05690], [-3.34477, -1.02670, 0.20475], [-3.89212, -0.02112, 1.11314], [-3.73824, 0.27474, -0.42039], [1.30703, 0.97000, 1.60840], [3.43356, -1.28480, 0.26015], [3.08663, 1.66694, -0.99394], [-2.90767, 1.48514, -0.67620], [-1.63850, 1.38862, -0.49421], [2.14979, 0.17801, -0.03479], [-0.69773, -1.87745, -1.62725], [0.57229, -2.41775, -0.48604], [0.36553, 0.20552, -1.89240], [-2.22561, -1.17012, 0.40034], [-3.90972, -1.95341, 0.12159], [-4.95123, 0.05418, 1.52537], [-3.16092, 0.45664, 1.74577], [-4.58179, 0.39810, -1.19063], [1.46615, 0.17390, 2.38797], [1.93603, 1.81803, 1.86595], [0.22738, 1.23371, 1.51897], [4.06150, -0.91459, 1.09702], [2.90334, -2.17695, 0.54152], [4.07728, -1.39986, -0.53793], [3.15531, 1.30028, -2.06094], [2.47939, 2.53363, -0.92710], [4.19543, 1.79426, -0.69174], [-1.27185, 0.47403, -0.25753]],
  "e_tot_ha": -718.19786,
  "homo_energy_ev": [-5.960, -9.859],
  "spin_multiplicity": 3,
  "homo_lumo_gap_ev": [6.81, 9.44],
  "de_lowest_kcal_mol": 61.4
}

4.
{
  "formula": "C9H19Ag2FNO",
  "method": "ωB97M-V with the def2-TZVPD basis set",
  "elements": ["Ag", "Ag", "F", "C", "C", "C", "C", "C", "C", "N", "O", "C", "C", "C", "H", "H", "H", "H", "H", "H", "H", "H", "H", "H", "H", "H", "H", "H", "H", "H", "H", "H", "H"],
  "positions_angstrom": [[-3.71278, -0.88329, 3.82651], [-4.12240, 2.47290, 2.90804], [-3.12714, 0.58685, 2.16330], [0.18115, 0.75256, -2.30304], [-0.40653, -0.30776, -1.36420], [0.41277, -1.58643, -1.30591], [1.82018, -1.53557, -0.70850], [1.66285, -0.95088, 0.73444], [0.79384, 0.32184, 0.83298], [-0.43596, 0.18182, 0.04858], [-1.32501, 1.13422, 0.27082], [0.40425, 0.46102, 2.30332], [1.65719, 1.53488, 0.39660], [-1.84699, -0.63182, -1.79464], [1.27039, 0.76745, -2.30376], [-0.17558, 1.75154, -2.05057], [-0.16861, 0.53991, -3.31272], [-0.14195, -2.29861, -0.68297], [0.54385, -2.00036, -2.32053], [2.53761, -1.05318, -1.38099], [2.27496, -2.51841, -0.45269], [2.74046, -0.77053, 0.98914], [1.44560, -1.66725, 1.53827], [-0.03966, 1.44337, 2.48385], [-0.36704, -0.25493, 2.59295], [1.26859, 0.36498, 2.95762], [2.11047, 1.96749, 1.28488], [2.40059, 1.26944, -0.35005], [1.03228, 2.32206, -0.03404], [-1.82136, -1.37442, -2.59196], [-2.32716, 0.25793, -2.19274], [-2.43625, -1.06555, -0.98586], [-2.10262, 0.76874, 0.80384]],
  "e_tot_ha": -876.80150,
  "homo_energy_ev": [-21.188, -21.768],
  "spin_multiplicity": 3,
  "homo_lumo_gap_ev": [9.89, 6.02],
  "charge": 3
}

5.
{
  "formula": "C9H19BNO3",
  "method": "ωB97M-V with the def2-TZVPD basis set",
  "elements": ["B", "C", "C", "C", "C", "C", "C", "C", "C", "C", "N", "O", "O", "O", "H", "H", "H", "H", "H", "H", "H", "H", "H", "H", "H", "H", "H", "H", "H", "H", "H", "H", "H"],
  "positions_angstrom": [[0.72467, -1.01914, 0.37923], [-0.41296, 0.16664, 0.50542], [1.78182, -1.23632, -0.86548], [2.13642, -0.03049, -1.81332], [-0.36491, -0.03591, -2.25602], [0.96705, 0.65314, -2.46601], [0.28508, 0.03409, -3.58553], [-0.53053, 3.58855, 1.68518], [-0.96906, 2.05256, 1.82190], [-0.58609, -2.34244, 2.08981], [-1.76940, -2.80609, 1.24633], [-1.66798, -0.09886, 0.50930], [0.48047, -1.93272, 1.25299], [-0.08849, 1.18652, 1.08149], [2.60068, -1.75528, -0.44465], [1.16571, -1.98661, -1.34986], [2.70110, 0.74638, -1.28371], [2.81325, -0.41419, -2.60612], [-1.29069, 0.48989, -2.19877], [1.08963, 1.82950, -2.51473], [-0.20986, 0.75054, -4.21894], [-0.47077, -1.02812, -1.76358], [0.58787, -0.82928, -4.14778], [-0.21737, 3.87936, 0.69022], [-1.35641, 4.39285, 1.81355], [0.11647, 3.73630, 2.47754], [-1.96625, 1.84585, 1.36473], [-1.01059, 1.73999, 2.88704], [-1.00243, -1.48248, 2.65471], [-0.18162, -3.04574, 2.79478], [-2.55567, -3.14407, 1.77174], [-1.58196, -3.59980, 0.64670], [-1.95702, -1.07569, 0.50424]],
  "e_tot_ha": -659.35192,
  "homo_energy_ev": -13.335,
  "homo_lumo_gap_ev": 10.20,
  "charge": 1
}

6.
{
  "formula": "C9H19ClINO3PPm",
  "method": "ωB97M-V with the def2-TZVPD basis set",
  "elements": ["C", "C", "H", "H", "H", "O", "I", "Pm", "P", "C", "C", "H", "H", "H", "C", "H", "H", "H", "H", "H", "H", "C", "O", "Cl", "C", "N", "C", "C", "O", "H", "H", "H", "H", "H", "H", "H"],
  "positions_angstrom": [[-0.99398, -2.30155, -1.28765], [0.20030, -1.36284, -1.22375], [-0.63438, -3.30665, -1.54046], [-1.69861, -1.98815, -2.06676], [-1.53829, -2.36471, -0.32892], [1.34065, -1.73763, -1.18333], [0.61848, 3.12891, 0.27588], [-1.19624, 0.59465, 0.21200], [-0.12317, 0.88441, -2.54547], [1.51881, 1.43126, -3.12403], [-0.58780, -0.15782, -3.96082], [-2.09090, 2.36516, -2.53272], [-1.10605, 2.55487, -4.03035], [-0.58170, 3.30312, -2.47035], [-1.06974, 2.43446, -2.93623], [-1.62418, -0.48881, -3.83530], [-0.48264, 0.42661, -4.88413], [1.44276, 1.73413, -4.18109], [2.22386, 0.59832, -3.02780], [0.07022, -1.03248, -3.99089], [1.88174, 2.27222, -2.52190], [1.55197, 0.62869, -0.11223], [2.69310, 0.49214, -0.18021], [-3.66191, 0.37848, -0.40086], [-0.99907, -0.98424, 4.62943], [0.36850, -0.70076, 4.17320], [1.48335, -0.71585, 5.13471], [0.55759, -0.35734, 2.91934], [-0.42749, -0.20104, 2.10384], [-0.93980, -1.22685, 5.68742], [-1.40909, -1.83565, 4.07213], [-1.64269, -0.10887, 4.47856], [2.24681, -1.44934, 4.82502], [1.95306, 0.28129, 5.19115], [1.07139, -0.98821, 6.11037], [1.58513, -0.19992, 2.55222]],
  "e_tot_ha": -2341.86105,
  "homo_energy_ev": [-15.266, -15.496],
  "spin_multiplicity": 5,
  "homo_lumo_gap_ev": [5.00, 5.48],
  "charge": 2
}